C22H36N2O7P | the ωB97M-V functional and the def2-TZVPD basis

ORCA input file:
```
! RIJCOSX wB97M-V def2-TZVPD def2/J DEFGRID3
* xyz 1 1
C 3.006 -5.424 -0.299
C 2.320 -3.985 -0.422
C 1.235 -3.916 0.707
C 0.356 -2.609 0.686
C -0.674 -2.742 1.913
O -0.549 -1.650 2.854
C -0.881 -0.472 2.076
C 0.396 -0.135 1.175
P 1.373 1.210 2.127
N 2.786 0.497 2.910
O 1.913 2.317 0.971
N 1.189 -1.358 0.823
O 1.768 -3.916 -1.746
C 2.736 -3.476 -2.701
C 2.555 -4.143 -4.110
C 3.163 -3.402 -5.233
C 3.137 -3.883 -6.607
C 2.464 -5.174 -6.843
C 1.839 -5.887 -5.737
C 1.864 -5.397 -4.345
H 2.149 -6.148 -0.169
H 3.663 -5.455 0.612
H 3.530 -5.730 -1.236
H 3.089 -3.159 -0.311
H 0.595 -4.832 0.720
H 1.795 -3.896 1.691
H -0.300 -2.546 -0.228
H -0.451 -3.679 2.498
H -1.738 -2.807 1.566
H -1.013 0.363 2.816
H -1.774 -0.637 1.422
H -0.006 0.340 0.231
H 3.576 0.405 2.262
H 2.543 -0.390 3.358
H 1.132 2.788 0.612
H 1.567 -1.198 -0.126
H 2.007 -1.525 1.427
H 3.765 -3.799 -2.352
H 2.779 -2.362 -2.847
H 3.675 -2.426 -5.046
H 3.644 -3.288 -7.395
H 2.471 -5.560 -7.885
H 1.353 -6.860 -5.989
H 1.380 -5.956 -3.508
O 0.459 4.635 1.911
C -0.462 4.335 2.623
O -0.852 3.050 2.841
C -2.048 3.045 3.645
C -2.049 4.379 4.359
C -1.371 5.289 3.354
H -2.911 2.926 2.986
H -2.017 2.207 4.342
H -3.046 4.710 4.647
H -1.440 4.315 5.265
H -2.083 5.714 2.648
H -0.800 6.076 3.845
O -4.292 5.083 2.242
C -4.375 5.580 1.150
O -4.537 6.907 0.941
C -4.710 7.157 -0.464
C -4.096 5.960 -1.158
C -4.363 4.840 -0.167
H -5.778 7.256 -0.670
H -4.212 8.087 -0.733
H -4.511 5.778 -2.150
H -3.018 6.105 -1.266
H -5.340 4.379 -0.324
H -3.576 4.088 -0.186
*
```

Properties
**F_max**: 3.224 eV Å⁻¹
**E_LUMO**: -2.9 eV
**Orbital gap**: 0.297 hartree
**E_HOMO**: -10.950 eV